{
  "formula": "C2H3Br2NOSi",
  "method": "the ωB97M-V functional and the def2-TZVPD basis",
  "species": ["H", "Br", "Br", "O", "C", "H", "H", "Si", "N", "C"],
  "xyz": [[-1.628062, 2.602361, 2.913452], [1.417980, 1.561106, -2.184984], [-1.617307, -0.249398, -2.332799], [-1.247072, -0.070195, 1.033041], [-1.391575, 0.838944, 1.725013], [1.340489, -2.335509, -0.094495], [2.529091, -1.895401, -1.293057], [0.493962, -0.423584, -1.598729], [-1.538867, 1.526422, 2.680718], [1.641361, -1.554746, -0.848160]],
  "forces_ev_per_a": [[0.322, -3.576, -1.128], [-0.406, -0.813, 0.078], [0.701, -0.243, 0.658], [0.318, -1.091, -1.927], [0.010, -0.177, 0.966], [-0.360, 0.919, -0.999], [1.378, 0.576, -0.798], [1.910, -0.498, 0.137], [-0.554, 4.847, 2.055], [-3.318, 0.055, 0.958]],
  "mulliken_charge": [0.32, -0.21, -0.16, -0.39, 0.51, 0.22, 0.33, 0.64, -0.44, -0.82],
  "e_lumo_ev": [-0.4, -0.4],
  "smiles": "C=[Si](Br)Br.N=C=O",
  "relative_energy_kcal_mol": 69.8,
  "homo_lumo_gap_ev": [7.750, 7.751],
  "total_energy_ha": -5645.5187,
  "largest_force_ev_per_a": 5.29
}